(1)
This record from the OMol25 dataset describes 2 unconnected molecules or ions with the total composition C12H16O6S. The level of theory is ωB97M-V/def2-TZVPD.

The calculation puts the HOMO-LUMO gap at 1.59 eV. For the total energy, the calculation gives -1316.4416 Ha. Its total charge is -2.

Cartesian coordinates (Å):
S: 2.16 2.90 0.37
O: 4.84 4.43 1.28
O: 3.35 4.91 2.86
O: -0.50 -2.11 -3.54
O: 3.73 6.36 1.20
O: -1.33 -3.93 -2.50
O: 0.47 -0.11 -3.95
C: 0.16 -0.91 -1.67
C: -0.39 -2.08 -1.23
C: 0.11 1.57 -1.12
C: -0.79 -2.85 -2.41
C: 0.77 0.20 -0.89
C: 3.98 5.25 1.79
C: 0.41 2.56 0.00
C: -1.71 -2.57 2.39
C: -1.30 -1.73 1.17
C: -2.51 -1.04 0.56
C: -0.58 -2.63 0.14
C: 0.11 -0.92 -3.13
H: -1.17 -3.55 0.03
H: -0.98 1.44 -1.17
H: 0.43 1.97 -2.08
H: -0.61 -0.96 1.52
H: -2.23 -0.35 -0.24
H: 2.47 1.66 0.79
H: 0.03 3.55 -0.27
H: -3.20 -1.78 0.13
H: 0.39 -2.93 0.56
H: 1.83 0.30 -1.14
H: -1.22 -3.55 2.39
H: -1.45 -2.08 3.33
H: -3.06 -0.47 1.32
H: 0.72 -0.05 0.18
H: -0.11 2.25 0.92
H: -2.79 -2.74 2.40

---

(2)
This record from the OMol25 dataset describes a molecular structure, C4H9N2 in a non-equilibrium geometry. The level of theory is ωB97M-V/def2-TZVPD.

The calculation puts the HOMO-LUMO gap at 8.57 eV. For the relative energy (zero: lowest compared OMol25 entry of this formula, charge and spin), the calculation gives 143.4 kcal per mole. For the total energy, the calculation gives -266.8707 Ha. Its total charge is +1.

Cartesian coordinates (Å):
N: 1.02 -0.67 -0.46
N: -2.42 0.13 0.03
C: -1.12 -0.38 -0.48
C: 0.03 -0.52 0.54
C: 2.76 0.06 0.14
C: 0.06 0.44 -0.55
H: 3.10 0.44 -0.82
H: -1.42 -1.10 -1.15
H: -0.14 -0.67 1.57
H: -2.39 1.14 0.22
H: 2.72 0.87 0.95
H: -3.21 -0.05 -0.69
H: 0.27 1.49 -0.61
H: -2.58 -0.39 0.85
H: 3.31 -0.80 0.48

---

(3)
This record from the OMol25 dataset describes 2 unconnected molecules or ions with the total composition C3H6FNO2 in a non-equilibrium geometry. The level of theory is ωB97M-V/def2-TZVPD.

The calculation puts the HOMO-LUMO gap at 11.08 eV. For the relative energy (zero: lowest compared OMol25 entry of this formula, charge and spin), the calculation gives 47.8 kcal per mole. For the total energy, the calculation gives -422.9560 Ha.

Cartesian coordinates (Å):
F: -0.94 0.22 1.79
O: -2.48 0.57 0.17
O: -2.07 -1.37 -1.08
N: 1.76 -1.35 -0.20
C: -1.05 0.49 0.46
C: -0.05 1.51 0.03
C: -1.85 -0.46 -0.35
H: 0.35 1.98 0.88
H: 2.03 -1.82 0.72
H: -0.59 2.33 -0.60
H: 2.78 -1.13 -0.45
H: 1.36 -1.91 -0.88
H: 0.75 0.96 -0.50

---

(4)
This record from the OMol25 dataset describes 2 unconnected molecules or ions with the total composition CH2NO3S in a non-equilibrium geometry. The level of theory is ωB97M-V/def2-TZVPD.

The calculation puts the HOMO-LUMO gap at 6.27 eV. For the relative energy (zero: lowest compared OMol25 entry of this formula, charge and spin), the calculation gives 24.8 kcal per mole. For the total energy, the calculation gives -718.0020 Ha. Its total charge is -1.

Cartesian coordinates (Å):
S: -0.20 1.87 0.27
O: -2.35 -1.42 0.06
O: 0.69 1.31 -0.84
O: 2.14 -0.74 0.10
N: -1.50 0.76 0.32
C: -1.85 -0.37 0.25
H: 1.37 -1.42 -0.01
H: 1.70 0.00 -0.16

---

(5)
This record from the OMol25 dataset describes 2 unconnected molecules or ions with the total composition C4H8N2O. The level of theory is ωB97M-V/def2-TZVPD.

The calculation puts the HOMO-LUMO gap at 10.74 eV. For the relative energy (zero: lowest compared OMol25 entry of this formula, charge and spin), the calculation gives 47.9 kcal per mole. For the total energy, the calculation gives -341.9273 Ha.

Cartesian coordinates (Å):
O: 1.94 -2.23 -2.77
N: 1.50 -0.02 -1.97
N: -0.08 0.33 0.28
C: -1.44 0.76 0.03
C: 0.53 0.64 1.56
C: 1.70 -1.16 -2.34
C: -1.13 -0.67 0.24
H: -1.96 1.28 0.83
H: -0.15 0.50 2.41
H: 1.41 -0.01 1.69
H: -1.63 1.14 -0.97
H: 0.97 0.24 -1.12
H: -1.10 -1.36 -0.61
H: -1.44 -1.12 1.18
H: 0.87 1.68 1.54

---

(6)
This record from the OMol25 dataset describes a molecular structure, C46H77AsBF18O22P2S in a non-equilibrium geometry. The level of theory is ωB97M-V/def2-TZVPD.

The calculation puts the HOMO-LUMO gap at 5.69 eV. For the total energy, the calculation gives -8593.6090 Ha. Its total charge is -1.

Cartesian coordinates (Å):
As: 5.42 1.00 0.87
S: 3.53 3.23 3.28
P: 4.47 3.21 1.57
P: 6.94 1.25 2.78
F: 1.36 0.08 4.97
F: -6.59 2.62 3.18
F: -0.76 -0.21 4.62
F: -5.65 0.70 3.51
F: -0.11 10.45 3.40
F: 0.15 1.70 4.16
F: -4.75 2.13 2.16
F: -11.05 -12.36 -5.36
F: -10.35 -12.74 -3.35
F: -4.71 -7.55 -3.02
F: -1.93 2.57 -8.31
F: -5.36 -7.03 -5.03
F: -6.11 -5.93 -3.32
F: -1.82 4.71 -8.64
F: -1.88 9.21 3.57
F: -11.88 -11.26 -3.69
F: -3.60 3.61 -9.21
F: -1.32 10.04 1.65
O: 0.51 -2.39 -2.51
O: 4.20 0.89 -0.64
O: -3.46 2.91 4.40
O: -5.39 2.66 5.55
O: -9.92 -9.53 -4.30
O: 0.63 7.89 3.58
O: -2.76 -6.20 -4.25
O: 3.27 2.49 -2.17
O: 5.02 1.04 -2.90
O: -8.53 -11.27 -4.64
O: 7.95 -0.08 2.80
O: -2.30 3.83 -5.98
O: -1.16 0.98 7.02
O: -4.38 4.27 -6.74
O: 5.70 4.30 1.68
O: -4.00 -4.35 -3.85
O: -1.97 1.79 -1.48
O: 6.09 1.07 4.19
O: 3.45 3.89 0.46
O: 0.90 1.87 6.88
O: 0.00 7.71 1.42
O: 2.61 -1.65 -2.62
C: -1.40 -1.72 0.90
C: 9.16 1.73 0.01
C: -2.64 3.70 -8.30
C: -2.67 1.85 -0.25
C: 0.79 2.45 8.19
C: 3.58 -3.91 -2.35
C: 0.94 -0.50 -3.83
C: -10.77 -11.79 -4.18
C: -4.66 4.69 6.71
C: -3.47 2.89 -4.04
C: 2.77 6.95 2.79
C: 1.11 -1.65 1.48
C: 0.16 0.67 5.01
C: 2.50 0.50 1.56
C: 1.72 -0.49 0.69
C: 6.36 -0.73 0.38
C: -0.84 9.51 2.78
C: 5.88 -1.56 -0.81
C: 1.30 -1.62 -2.96
C: 1.46 6.69 3.50
C: -5.41 2.00 3.31
C: 6.73 2.09 -0.33
C: -1.56 -5.42 -4.43
C: -4.61 2.59 4.48
C: -7.41 -10.38 -4.86
C: -0.96 -4.97 -3.11
C: -1.79 -0.57 -0.05
C: 0.98 1.41 9.28
C: -2.53 0.59 0.64
C: -0.01 8.25 2.49
C: 4.92 -3.77 -1.61
C: -0.13 1.18 6.44
C: -4.79 3.19 6.76
C: -3.86 -5.53 -3.96
C: -9.69 -10.70 -4.37
C: 3.94 0.09 1.91
C: 8.04 2.42 0.30
C: -3.24 3.97 -6.90
C: -2.70 4.06 -4.61
C: -6.86 -9.82 -3.57
C: 3.35 -2.71 -3.26
C: -0.70 2.42 -1.46
C: 1.88 0.35 -4.29
C: -0.34 -1.35 1.94
C: -5.04 -6.52 -3.82
C: 4.89 -2.69 -0.51
B: 4.20 1.47 -1.84
H: 2.82 -3.00 -4.17
H: -3.52 0.22 0.87
H: -2.05 0.88 1.57
H: 4.05 -0.98 1.72
H: 1.93 0.90 9.15
H: 1.79 1.43 -4.29
H: -0.87 -6.08 -4.95
H: -3.73 1.98 -0.51
H: -3.26 4.99 -4.55
H: -0.03 -4.45 -3.28
H: -4.27 5.06 7.66
H: -7.70 -9.59 -5.55
H: -0.94 -0.24 -0.63
H: 6.26 3.04 -0.62
H: -3.84 2.70 6.93
H: 3.37 6.04 2.83
H: 7.58 -0.85 3.25
H: 7.41 -0.48 0.20
H: -2.50 -0.98 -0.77
H: -7.60 -9.19 -3.07
H: 8.11 3.30 0.92
H: 2.44 1.49 1.10
H: 5.21 -4.74 -1.19
H: 5.66 -3.52 -2.37
H: 1.07 -2.55 0.85
H: -6.66 -11.00 -5.35
H: 9.94 1.66 0.75
H: 0.96 1.89 10.25
H: -6.59 -10.63 -2.89
H: -0.54 -1.88 2.87
H: -0.17 2.96 8.28
H: 1.63 6.41 4.53
H: 0.19 0.66 9.24
H: 3.61 -4.82 -2.96
H: 2.76 -3.99 -1.64
H: -0.65 3.19 -2.24
H: -5.63 5.16 6.51
H: -0.78 -5.83 -2.47
H: 0.90 5.89 3.02
H: 5.68 4.93 0.94
H: 5.49 -0.98 -1.65
H: -0.11 -0.39 -4.06
H: 3.87 -2.28 -0.49
H: -4.41 2.74 -4.57
H: -2.32 -2.03 1.42
H: 1.57 3.20 8.23
H: -1.77 -4.58 -5.09
H: 4.30 -2.26 -3.56
H: -0.39 -0.29 2.18
H: -2.89 1.97 -4.13
H: 6.98 1.46 -1.18
H: 9.28 1.25 -0.96
H: 4.09 0.25 2.98
H: -1.77 4.20 -4.07
H: -2.40 2.75 0.31
H: 3.31 7.77 3.27
H: -3.98 5.00 5.92
H: -5.47 2.89 7.55
H: 5.34 1.80 -3.40
H: 2.84 -0.05 -4.62
H: 6.77 -2.07 -1.20
H: 1.96 0.60 2.50
H: -3.69 3.06 -2.99
H: 5.15 -3.13 0.46
H: 0.08 1.69 -1.67
H: 3.91 4.17 -0.34
H: 2.41 2.19 -1.86
H: 1.71 -1.89 2.37
H: 2.30 -0.82 -0.16
H: 0.88 0.08 0.27
H: 6.29 -1.35 1.28
H: -5.98 -9.22 -3.77
H: 6.11 0.18 4.57
H: -1.63 -4.29 -2.58
H: 2.61 7.23 1.75
H: -0.47 2.87 -0.49
H: -1.05 -2.55 0.28

---

(7)
This record from the OMol25 dataset describes a gas-phase ion, C8H13N2O (charge +1) in a non-equilibrium geometry. The level of theory is ωB97M-V/def2-TZVPD.

The calculation puts the HOMO-LUMO gap at 8.13 eV. For the relative energy (zero: lowest compared OMol25 entry of this formula, charge and spin), the calculation gives 83.6 kcal per mole. For the total energy, the calculation gives -497.0177 Ha. Its total charge is +1.

Cartesian coordinates (Å):
O: -2.90 0.13 -1.18
N: 0.39 -2.55 0.82
N: -1.56 0.13 -1.06
C: 2.26 0.45 -0.64
C: 1.33 -1.62 0.62
C: 1.51 -0.94 -0.68
C: 1.05 1.36 -0.44
C: 0.03 0.88 0.65
C: -1.30 0.80 0.07
C: -2.51 1.23 0.67
C: -3.47 0.78 -0.18
H: 1.95 -1.53 -1.46
H: 2.01 -1.19 1.51
H: -0.07 -3.02 0.07
H: 0.20 -3.07 1.68
H: 0.51 -0.79 -1.11
H: -4.59 0.82 -0.17
H: 0.21 -0.12 1.02
H: 2.76 0.46 -1.57
H: 3.00 0.67 0.14
H: 0.21 1.51 1.49
H: 0.38 1.34 -1.44
H: 1.31 2.50 -0.31
H: -2.70 1.77 1.52